The following is a quantum chemistry calculation of an isolated molecule of C12H11NS in a non-equilibrium geometry, from the OMol25 dataset.

Summary:
Total charge: 0
ΔE to the lowest compared entry with this formula, charge and spin in kJ/mol: 363.0
Kohn-Sham gap in eV: 7.85
E_LUMO in hartree: 0.01255
Strongest force on any atom in Eh/bohr: 0.0906

The geometry in XYZ format:
```
25
Properties=species:S:1:pos:R:3:forces:R:3
C 1.4939 -0.1911 0.1245 1.915 0.912 -0.138
C 2.4590 -0.1026 1.2226 -0.846 -2.031 -0.850
C 2.9027 1.1428 1.5890 0.121 0.175 0.071
C 2.5613 2.2785 0.8358 1.519 0.610 2.273
C 1.8290 2.1710 -0.3220 0.160 0.518 0.648
C 1.2550 0.9622 -0.6374 -0.945 -1.777 -0.757
C -0.9751 -1.1634 -0.6220 1.571 0.221 -0.274
C -1.4554 -0.4104 0.4545 -1.678 -1.553 -2.684
C -2.7761 -0.0230 0.2910 -0.427 2.002 0.858
C -3.4581 -0.0804 -0.9134 -2.031 -2.228 -1.529
C -2.8962 -0.7871 -2.0607 -1.472 0.057 2.346
C -1.6327 -1.3529 -1.8490 -0.387 -0.371 -1.447
H 1.4662 -2.7327 1.8207 -2.646 1.301 -2.552
H 2.8951 -1.0077 1.7744 -1.221 1.352 -1.002
H 3.5599 1.2499 2.4764 -0.508 -0.086 -0.754
H 2.9953 3.1841 1.3730 -0.878 -0.611 -1.733
H 1.6942 3.0138 -0.9543 -0.313 0.624 -0.354
H 0.5505 0.8490 -1.5090 0.927 0.362 0.901
H -0.9536 -0.3651 1.3650 0.949 0.170 1.245
H -3.2589 0.4981 1.1419 0.168 -0.520 -0.570
H -4.6272 0.0371 -0.8924 2.530 0.402 -0.199
H -3.6114 -1.1341 -2.8717 1.396 0.856 0.798
H -1.2742 -1.9819 -2.7255 0.163 0.743 1.628
N 0.5134 -2.2825 1.3250 1.961 -1.412 -0.572
S 0.7434 -1.7715 -0.4363 -0.030 0.284 4.649
```
Forces are in eV/Å.